1.
Entry from OMol25: a structure of composition C29H17BrClF5IrN2O6 (ωB97M-V/def2-TZVPD).

Last column: Mulliken charge in e.
CARTESIAN COORDINATES (ANGSTROEM)
Ir 0.26829 0.42428 -0.24535  1.8232
Br 3.93997 -4.57449 3.94375  -0.2542
Cl 1.12855 -2.72051 -0.56603  1.2779
F -2.71915 -1.96389 -6.27974  -0.3293
F -3.98622 -0.98242 -4.06328  -0.3315
F -0.01406 -1.70379 -6.48637  -0.3200
F -2.57732 0.23661 -2.11172  -0.2181
F 1.40384 -0.53134 -4.52413  -0.3180
O 3.90151 -0.44641 -1.34900  -0.8366
O 0.64656 -3.58455 -1.62744  -0.7136
O 0.03258 -1.62174 -0.43603  -0.9104
O 3.06368 -0.36649 -0.21081  -0.1550
O 0.18776 0.43093 -2.28439  -0.7187
O 1.12051 -3.42665 0.71322  -0.5934
N 1.30450 0.82316 1.49379  0.3356
N 0.18513 2.42774 -0.18075  0.0446
C 0.81048 4.88507 2.49166  -0.9705
C 3.62590 -3.23227 2.63803  -0.0887
C 2.81272 -2.19114 2.91570  -0.7512
C -4.51107 -2.37487 0.42674  -0.4220
C 1.82838 -0.06586 2.31472  -0.9093
C -2.64958 -0.89032 -4.17035  -0.1387
C -0.17574 5.15218 0.20921  -0.6996
C -2.27535 -1.92733 1.19520  -0.2214
C 4.27402 -3.33996 1.37907  -0.2499
C -0.52524 -0.15022 -3.22072  0.2912
C -3.60614 -0.15336 0.30151  -0.2440
C 2.55909 -1.18977 1.93487  1.1683
C -0.64195 -1.24247 -5.39558  0.2040
C -4.65463 -1.03775 0.08875  -0.6654
C 4.10144 -2.39152 0.42597  -0.6584
C 1.14171 2.13277 1.93219  0.6176
C -0.32917 3.17381 -1.13449  -0.0167
C 1.59437 2.67473 3.11309  -0.8987
C 0.08166 -0.63998 -4.38540  0.4515
C 3.22668 -1.29430 0.66472  0.0446
C 0.55307 3.00110 0.99258  0.1773
C 0.39134 4.36913 1.24176  0.8867
C -2.40106 -0.58193 0.84840  0.3445
C -0.52190 4.56052 -0.96985  -0.8220
C 1.39671 4.04411 3.39447  -0.9648
C -3.31649 -2.81546 0.98390  -0.8099
C -1.28830 0.38740 1.11486  -1.3744
C -2.01517 -1.37949 -5.29470  0.6793
C -1.91633 -0.28371 -3.16717  0.0548
H 2.32852 -2.10853 3.88064  0.4876
H 2.13608 2.07140 3.82721  0.4498
H -3.18805 -3.85981 1.23929  0.4060
H -0.58751 2.65394 -2.04503  0.3484
H -1.33525 -2.28490 1.59598  0.3176
H -3.71928 0.88913 0.02829  0.2126
H -0.86234 0.16425 2.09251  0.6682
H -5.32169 -3.07181 0.25232  0.3694
H -0.32082 6.21418 0.36561  0.4152
H 0.68266 5.93812 2.70597  0.3955
H -0.94945 5.12926 -1.78310  0.4190
H 4.57554 -2.42526 -0.54227  0.5107
H 4.91422 -4.19128 1.18846  0.4257
H -5.57900 -0.68306 -0.35093  0.3637
H -1.70324 1.40056 1.15945  0.5955
H 1.74429 4.43343 4.34302  0.3797
H 1.72971 0.11086 3.38774  0.4388

Its spin multiplicity is 1. The calculation puts the energy relative to the best compared isomer or geometry (same formula, charge and spin) at 184.5 kJ/mol. As for the strongest force on any atom: 0.0166 Eh/bohr. The net charge is -1. Its orbital gap (spin up / spin down) is 5.684 / 5.685 eV. Its electronic energy is -144597.1610 eV.


2.
Entry from OMol25: a structure of composition C4H18B3BeCl10 (ωB97M-V/def2-TZVPD).

Last column: Mulliken charge in e.
CARTESIAN COORDINATES (ANGSTROEM)
Cl -17.38268 -22.33942 1.78296  -0.1136
Cl -15.12396 -24.75005 5.01357  -0.1276
Cl -15.71238 -22.09849 -0.54623  -0.1634
Cl -10.18337 -22.86619 1.96861  -0.1345
Cl -8.87243 -20.56756 3.25051  -0.1631
Cl -13.24168 -19.09709 7.48260  -0.2243
Cl -12.22688 -24.39767 4.44947  -0.1528
Cl -13.98455 -25.26683 2.33279  -0.1844
Cl -14.26046 -17.89839 5.01999  -0.1197
Cl -10.51801 -20.32522 0.85184  -0.1528
C -13.55217 -19.36766 5.69714  0.0138
C -16.50115 -23.25203 0.58278  0.2706
C -10.27572 -21.20391 2.38039  0.8000
C -13.94006 -24.22516 3.80275  0.7788
B -15.16273 -16.94926 0.46776  0.4427
B -13.95725 -20.60270 2.58147  1.5399
B -17.78430 -18.57492 3.35923  0.5255
Be -15.79219 -19.06308 1.72835  0.3317
H -11.13409 -21.00962 3.02347  -0.4254
H -15.49835 -17.71829 -0.21062  -0.2454
H -14.28417 -20.17400 5.65132  0.2044
H -14.47706 -20.12499 3.39745  -0.4296
H -18.66169 -18.42113 3.96814  -0.1174
H -17.49551 -17.67567 2.83750  -0.2789
H -15.74835 -23.89649 1.03670  -0.2797
H -12.63173 -19.57515 5.15138  0.0731
H -13.45248 -19.79068 2.08138  -0.1790
H -16.96927 -18.89655 3.98894  -0.3051
H -17.22749 -23.88832 0.07715  0.3194
H -13.26230 -21.38088 2.85664  -0.6249
H -15.94079 -16.82064 1.20419  -0.2538
H -18.10738 -19.37969 2.71720  -0.2719
H -14.99193 -16.01357 -0.04171  -0.1327
H -14.12272 -23.17660 3.56765  -0.4003
H -14.64487 -21.05551 1.88408  -0.5762
H -14.22467 -17.29127 0.87678  -0.2430

Its spin multiplicity is 1. The calculation puts the energy relative to the best compared isomer or geometry (same formula, charge and spin) at 321.6 kJ/mol. As for the strongest force on any atom: 0.0989 Eh/bohr. The net charge is -1. Its orbital gap is 8.505 eV. Its electronic energy is -132087.1400 eV.


3.
Entry from OMol25: a structure of composition C41H31GeN4NdO6 (ωB97M-V/def2-TZVPD).

Last column: Mulliken spin population.
CARTESIAN COORDINATES (ANGSTROEM)
Nd 0.46106 0.35010 -1.39322  3.0113
Ge -0.59952 1.27868 2.76825  0.0017
O -1.15579 3.11579 -4.45453  -0.0007
O -1.10137 1.02122 0.12650  -0.0073
O 3.27142 -2.41703 -3.26145  0.0004
O 1.27747 2.46713 -5.39991  -0.0001
O 0.20129 2.54544 -0.78327  -0.0022
O -0.54867 -1.74816 -0.82512  -0.0043
N -1.94553 0.33376 -2.41088  0.0012
N 2.77324 0.73717 -2.72924  -0.0002
N 0.26013 1.51518 -3.54415  0.0022
N 1.45402 -1.76996 -1.92933  -0.0020
C -3.26752 -2.00250 2.29385  0.0003
C 3.14790 -0.80933 0.63932  -0.0033
C 1.89806 1.18447 1.15545  -0.0026
C -2.97503 0.14450 4.01616  0.0001
C 0.08489 -3.59193 -2.27858  -0.0013
C 0.05665 1.46525 4.63414  -0.0004
C -3.98350 -0.78343 4.23283  0.0000
C -2.11044 0.01813 2.93003  0.0000
C 1.28767 -3.76927 -3.08394  0.0003
C -3.39807 1.87334 -3.53050  -0.0006
C -2.13671 1.38349 -3.21563  0.0025
C -4.12422 -1.86621 3.37683  0.0000
C 0.84889 2.80431 6.49054  -0.0001
C -0.94569 2.09931 -3.82539  -0.0025
C -2.27379 -1.06082 2.06397  0.0004
C -0.94736 -4.52593 -2.28836  -0.0006
C 0.15578 0.33572 5.44665  0.0004
C 1.31907 1.94836 -4.30449  -0.0021
C -1.53903 3.25260 0.73842  -0.0007
C 2.67823 1.60927 -3.73875  0.0025
C 0.25690 -2.32393 -1.60325  0.0004
C -0.78084 -5.62133 -3.09969  0.0002
C 5.14645 0.70894 -3.06524  -0.0003
C 1.10088 -0.95533 1.89350  -0.0007
C -3.02263 -0.24432 -1.87547  0.0006
C 0.58724 0.43392 6.76047  -0.0001
C 0.92793 1.67246 7.28739  0.0002
C -0.79038 2.23506 -0.07689  -0.0025
C 2.14862 -2.60633 -2.82064  0.0013
C 2.19421 -1.56945 1.30099  0.0017
C 3.99176 0.27163 -2.44434  0.0009
C -0.93650 3.15660 2.15608  0.0000
C 1.43995 -4.87202 -3.90720  0.0000
C -4.31324 0.17591 -2.13583  -0.0004
C 5.04689 1.69445 -4.03455  0.0005
C -4.50905 1.25397 -2.98889  0.0001
C 0.41238 -5.79172 -3.91881  -0.0003
C 3.78686 2.13246 -4.39195  -0.0006
C 0.41839 2.69733 5.17485  0.0000
C 0.92716 0.42741 1.82327  0.0007
C 3.00294 0.57154 0.56490  0.0053
H -1.55337 -6.37779 -3.13360  0.0000
H 2.31952 -2.64229 1.37775  0.0000
H -1.63224 -1.16008 1.19986  0.0000
H 1.84418 2.26518 1.17738  0.0011
H -2.83151 -1.07305 -1.20480  0.0005
H 2.32646 -4.99483 -4.51415  0.0000
H 3.62363 2.84985 -5.18245  0.0000
H 1.25253 1.75542 8.31689  0.0000
H 0.65269 -0.45371 7.37768  0.0000
H -1.58924 3.64355 2.88080  0.0001
H -0.12072 -0.63313 5.04225  -0.0001
H -4.65059 -0.66854 5.07812  0.0000
H 0.49063 -6.66244 -4.55594  0.0000
H 0.39762 -1.55171 2.46151  -0.0004
H 3.78682 1.18189 0.13622  0.0007
H 0.02258 3.67957 2.18100  -0.0001
H 1.11751 3.77353 6.89256  0.0000
H -4.89694 -2.60338 3.55571  0.0000
H -2.59083 2.96763 0.76130  0.0000
H -3.36293 -2.85167 1.62714  0.0000
H -1.42339 4.24638 0.30891  0.0001
H -2.84915 0.97216 4.70626  0.0000
H 0.35916 3.58826 4.55920  0.0000
H 6.09852 0.27505 -2.79366  0.0000
H -5.50482 1.60686 -3.22338  0.0001
H -3.45507 2.72916 -4.18683  -0.0002
H -1.83634 -4.39187 -1.68726  0.0000
H 4.02634 -1.29292 0.23338  -0.0005
H -5.14920 -0.33093 -1.67372  0.0000
H 5.93094 2.08136 -4.52443  0.0000
H 4.03776 -0.51339 -1.70862  -0.0008

Its spin multiplicity is 4. The calculation puts the energy relative to the best compared isomer or geometry (same formula, charge and spin) at 36.5 kJ/mol. As for the strongest force on any atom: 0.0588 Eh/bohr. The net charge is 0. Its orbital gap (spin up / spin down) is 7.977 / 7.979 eV. Its electronic energy is -133064.6574 eV.